The following is a quantum chemistry calculation of C23H42N4O6STi as an isolated structure in a non-equilibrium geometry, from OMol25.

Structure (XYZ):
```
77
Properties=species:S:1:pos:R:3:forces:R:3
H -0.735 -0.271 3.200 0.1 0.0 0.0
H -2.215 -2.592 0.833 0.0 0.0 0.0
C 0.206 0.937 -1.962 -0.1 0.4 0.1
C -1.411 2.190 -0.139 0.2 0.2 -0.1
O -2.443 4.170 0.550 0.1 -0.1 0.0
C 1.011 -1.912 -4.015 0.5 -0.2 0.1
H -2.616 -4.961 -2.211 0.1 0.0 0.1
H -2.116 0.171 0.204 0.1 0.0 0.0
Ti -0.534 -1.695 -1.593 -1.1 -1.2 0.2
C 1.794 -2.687 -2.950 0.0 0.0 -0.5
N 4.630 1.179 1.699 0.1 0.2 0.2
C -1.372 -1.364 -4.406 -0.6 -0.1 -0.1
C -1.443 0.821 -0.336 0.0 0.0 0.0
C -1.231 -3.063 0.825 -0.2 -0.3 -0.1
H 6.291 0.828 2.885 0.0 0.0 0.0
H -3.446 4.292 2.647 -0.1 0.0 0.0
C 3.426 3.807 2.735 0.1 0.1 0.1
H -3.490 -1.073 -4.005 0.0 0.0 0.0
C 0.218 2.312 -1.914 0.0 0.0 0.0
H 1.208 -2.806 1.581 0.0 -0.1 0.0
O -0.346 -1.873 -3.545 0.3 0.1 -1.8
H -0.271 1.370 3.659 0.0 0.0 0.0
H -1.721 -3.981 -3.378 0.0 -0.1 0.0
H -0.359 -4.910 0.098 0.0 0.0 -0.1
H 1.505 -1.245 0.758 -0.2 -0.2 0.1
H 1.933 2.891 1.600 0.0 -0.1 -0.1
H 0.880 2.873 -2.558 0.0 0.0 0.0
H -1.876 5.119 4.419 0.0 0.0 0.0
C -1.552 4.410 3.658 -0.1 -0.1 -0.1
C 1.779 -2.929 -0.523 0.0 0.0 0.6
H -0.807 3.745 4.100 0.0 0.0 0.0
H 1.413 -0.901 -4.115 -0.2 0.0 -0.1
S 2.514 0.785 0.213 0.0 0.0 -0.2
N 2.866 2.719 1.938 0.0 0.2 0.1
H -0.623 4.020 -0.903 0.0 0.0 0.0
O -2.551 -1.583 -2.220 -0.8 -0.3 -0.6
N -2.333 2.596 2.162 -0.1 0.0 0.0
C -2.142 -3.992 -2.374 -0.4 0.2 -0.2
H 3.290 4.750 2.205 0.0 0.0 0.0
H -1.007 -0.514 -4.985 0.1 0.0 0.0
H 1.474 -3.969 -0.661 0.0 0.0 -0.2
H 6.120 2.515 2.403 0.0 0.0 0.0
C -3.175 -2.877 -2.197 0.1 -0.4 0.0
N -0.640 0.196 -1.221 0.0 3.0 0.4
H -2.691 0.543 1.953 0.0 0.0 0.2
H -0.113 0.851 1.980 0.1 0.0 -0.1
H -1.688 -2.148 -5.097 0.1 0.0 0.0
H 1.072 -2.414 -4.981 0.0 0.0 0.0
H 4.484 3.669 2.914 -0.2 0.1 0.0
H -2.117 -4.848 -0.030 0.0 0.0 -0.1
H -1.093 4.972 2.844 0.0 0.0 0.0
C 3.421 1.644 1.378 0.0 -0.2 0.0
H 1.552 -3.753 -3.002 0.0 0.0 0.1
C 1.073 -2.249 0.653 0.6 0.1 0.0
H 5.062 1.822 3.659 0.0 -0.1 0.0
C -1.204 -4.261 -0.130 0.2 0.1 0.3
C -0.598 2.944 -0.995 -0.1 -0.1 0.1
C -2.142 3.039 0.894 -0.2 -0.1 0.0
C -2.540 -0.913 -3.494 0.1 0.2 -0.3
H 2.866 -2.556 -3.105 0.0 0.0 0.0
C -2.748 3.618 3.137 0.2 0.1 0.0
H -2.449 0.146 -3.259 0.0 0.0 0.0
C -0.730 0.772 2.873 -0.2 0.1 0.0
O 1.405 -2.157 -1.675 1.5 -0.5 -0.2
H -0.982 -3.389 1.837 0.0 0.1 0.0
C -2.174 1.224 2.634 0.3 -0.1 -0.1
H 2.859 -2.890 -0.367 0.0 0.1 0.0
C 5.572 1.625 2.718 0.0 0.0 0.0
H 4.908 0.394 1.138 0.0 -0.1 -0.1
H -3.937 -2.949 -2.976 0.0 0.0 0.0
H 2.909 3.874 3.692 0.0 0.0 0.0
H -3.265 3.123 3.957 0.0 -0.1 -0.1
O -0.334 -2.040 0.388 0.2 -0.7 1.5
O -1.033 -3.789 -1.485 -0.4 -0.4 0.2
H -3.659 -2.961 -1.223 0.0 0.0 0.0
H 0.913 0.396 -2.579 0.0 0.0 -0.1
H -2.702 1.161 3.583 -0.1 0.0 -0.1
```
Forces are in eV/Å.

Values from the calculation:
Kohn-Sham gap (spin up / spin down) (eV): 6.97 / 8.00
2S+1: 3
Total charge: +2
⟨S²⟩: 2.011
E (eV): -76714.3204
HOMO energy (spin up / spin down) (eV): -11.55 / -12.78
Maximum force (eV/Å): 2.98